# 1
{
  "formula": "C9H9N3O2",
  "method": "ωB97M-V/def2-TZVPD",
  "homo_lumo_gap_ev": 9.6,
  "e_homo_ha": -0.3389,
  "multiplicity": 1,
  "e_tot_ha": -663.03485,
  "de_lowest_kj_mol": 352.8,
  "smiles": "O=c1cc[nH]c(=O)[nH]1.c1ccncc1",
  "e_lumo_ev": 0.34,
  "symbols": ["O", "O", "N", "N", "N", "C", "C", "C", "C", "C", "C", "C", "C", "C", "H", "H", "H", "H", "H", "H", "H", "H", "H"],
  "xyz": [[-2.00, 1.03, 0.12], [-0.08, -2.07, 2.94], [-0.96, -0.62, 1.41], [1.41, -1.03, -1.79], [-0.16, 1.53, 1.41], [-0.17, 0.76, -3.31], [0.67, 1.28, 2.49], [0.54, -0.12, -1.17], [0.59, -0.18, -4.00], [1.35, -1.12, -3.16], [0.78, 0.06, 3.02], [-1.13, 0.67, 0.92], [-0.04, -0.96, 2.52], [-0.33, 0.63, -1.86], [1.38, -0.16, 3.97], [-1.33, 1.13, -1.45], [0.55, -0.10, -5.04], [-0.48, 2.61, 1.32], [1.37, 2.06, 2.93], [-1.76, -1.32, 1.31], [-1.13, 1.12, -3.76], [0.67, -0.23, -0.18], [1.79, -2.08, -3.53]],
  "lowdin_charge": [0.0118, 0.0992, 0.1868, 0.0569, 0.1007, -0.0759, -0.0928, -0.1569, -0.0645, -0.1182, -0.0285, -0.5580, -0.4671, -0.0827, 0.1564, 0.1229, 0.0650, 0.2369, 0.1530, 0.2041, 0.1133, 0.0352, 0.1023]
}


# 2
{
  "formula": "C9H9N3OS",
  "method": "ωB97M-V/def2-TZVPD",
  "homo_lumo_gap_ev": 9.1,
  "e_homo_ha": -0.3313,
  "multiplicity": 1,
  "e_tot_ha": -986.02363,
  "de_lowest_kj_mol": 18.4,
  "smiles": "CCSc1nnc(-c2ccncc2)o1",
  "e_lumo_ev": 0.09,
  "symbols": ["S", "O", "N", "N", "N", "C", "C", "C", "C", "C", "C", "C", "C", "C", "H", "H", "H", "H", "H", "H", "H", "H", "H"],
  "xyz": [[-2.72, -1.25, -0.40], [-0.16, -0.80, -0.36], [0.15, 1.40, -0.60], [-1.22, 1.08, -0.73], [4.85, -0.52, 0.04], [-4.05, -0.07, -0.38], [-1.33, -0.19, -0.53], [2.15, -0.01, -0.14], [-4.39, 0.42, 1.04], [3.95, -1.50, 0.05], [2.60, -1.31, -0.06], [3.05, 1.05, -0.03], [0.71, 0.28, -0.35], [4.42, 0.74, 0.01], [5.15, 1.54, 0.00], [-4.93, -0.65, -0.76], [-3.56, 1.04, 1.48], [4.43, -2.50, 0.14], [-4.55, -0.45, 1.69], [-3.79, 0.73, -1.05], [1.88, -2.09, -0.01], [-5.28, 1.01, 1.05], [2.64, 2.04, -0.11]],
  "lowdin_charge": [0.9911, 0.0525, 0.1354, 0.0706, 0.0546, -0.5412, -0.6854, -0.1389, -0.1557, -0.1420, -0.0164, 0.0052, -0.2928, -0.1201, 0.1028, 0.0819, 0.0859, 0.1209, 0.0674, 0.0613, 0.1071, 0.0521, 0.1039]
}


# 3
{
  "formula": "C9H9N4",
  "method": "ωB97M-V/def2-TZVPD",
  "homo_lumo_gap_ev": [6.0, 6.0],
  "e_homo_ha": [-0.4848, -0.4848],
  "multiplicity": 1,
  "charge": 1,
  "e_tot_ha": -566.93245,
  "de_lowest_kj_mol": 343.0,
  "smiles": "CC1=C[C@]2(N=CN=[N+]2C#N)C(C)=C1",
  "e_lumo_ev": [-7.23, -7.23],
  "symbols": ["N", "N", "N", "N", "C", "C", "C", "C", "C", "C", "C", "C", "C", "H", "H", "H", "H", "H", "H", "H", "H", "H"],
  "xyz": [[-1.31, 0.71, -1.21], [-0.74, 3.07, -0.94], [-2.09, 0.17, -2.01], [-1.27, -1.41, -0.76], [-2.16, -1.16, -1.62], [1.39, -0.08, 0.65], [1.35, -0.52, -1.95], [-0.69, -0.26, -0.33], [0.81, -0.25, -0.57], [-1.04, 2.00, -1.15], [-0.78, 0.15, 1.09], [0.76, 0.22, 3.10], [0.41, 0.20, 1.70], [-2.65, -1.82, -2.22], [1.40, 1.08, 3.24], [0.04, 0.23, 3.91], [1.88, 0.33, -2.31], [2.05, -1.43, -1.82], [-1.70, 0.20, 1.55], [2.41, -0.09, 1.02], [1.38, -0.58, 3.34], [0.55, -0.76, -2.72]],
  "lowdin_charge": [0.0094, 0.3115, 0.2888, 0.2596, -0.0245, 0.0817, -0.0081, -0.4258, -0.1534, -0.1473, 0.0537, -0.0045, -0.2214, 0.1172, 0.1075, 0.1027, 0.0764, 0.1356, 0.1172, 0.1446, 0.0803, 0.0988]
}